No. 1
{"formula": "FO2V2", "method": "ωB97M-V with the def2-TZVPD basis set", "spin_multiplicity": 3, "total_energy_ev": -58147.076, "e_homo_ev": [-28.094, -29.385], "charge": 3, "de_lowest_kcal_mol": 0.0, "species": ["O", "V", "O", "V", "F"], "coordinates": [[2.5098, 0.5324, 1.1630], [1.1806, 1.2750, 1.1746], [-1.7233, -1.5786, -1.4973], [-1.9512, -0.2337, -0.8065], [-0.0160, 0.0049, -0.0338]]}

No. 2
{"formula": "CH2N3O3", "method": "ωB97M-V with the def2-TZVPD basis set", "spin_multiplicity": 1, "total_energy_ev": -11682.750, "e_homo_ev": -5.164, "charge": -1, "de_lowest_kcal_mol": 0.0, "species": ["C", "N", "N", "N", "O", "O", "O", "H", "H"], "coordinates": [[-1.4209, 0.3372, 0.1873], [2.3617, 0.2979, 0.1021], [1.8871, 1.3276, -0.2361], [3.0618, -0.5015, 0.4898], [-2.5486, -0.0192, 0.3499], [-0.8245, 1.4430, 0.2387], [-0.4593, -0.7048, -0.1239], [-0.6099, -1.6310, 0.0132], [0.7670, 1.2324, -0.1440]]}

No. 3
{"formula": "C30H29CoN3O5S8", "method": "ωB97M-V with the def2-TZVPD basis set", "spin_multiplicity": 2, "total_energy_ev": -170602.062, "e_homo_ev": [-1.828, -2.335], "charge": -2, "de_lowest_kcal_mol": 1.0, "species": ["Co", "C", "C", "N", "N", "C", "S", "S", "C", "C", "C", "C", "C", "C", "C", "C", "C", "C", "C", "C", "C", "O", "H", "H", "H", "H", "H", "H", "H", "H", "H", "H", "H", "H", "H", "H", "C", "S", "C", "C", "S", "S", "C", "S", "S", "H", "H", "H", "C", "C", "C", "C", "C", "C", "C", "S", "O", "O", "N", "C", "C", "C", "O", "O", "H", "H", "H", "H", "H", "H", "H", "H", "H", "H", "H", "H"], "coordinates": [[0.3584, -1.4439, -0.1598], [-1.5062, -0.4390, 3.5865], [-1.2450, -1.0941, 2.2527], [-0.1547, -0.8155, 1.5809], [0.6923, 0.0904, 2.2173], [1.8614, 0.1950, 1.6937], [2.4639, -0.6773, 0.3385], [2.9235, 1.3479, 2.5573], [4.2985, 0.1958, 2.9526], [3.9353, -0.7550, 4.0501], [3.2193, -1.9153, 3.7570], [2.8185, -2.7682, 4.7722], [3.1328, -2.4817, 6.0934], [3.8518, -1.3335, 6.3929], [4.2472, -0.4779, 5.3774], [-2.2384, -2.0364, 1.7554], [-3.4514, -2.1895, 2.4561], [-4.4200, -3.0917, 2.0841], [-4.1895, -3.9051, 0.9681], [-3.0305, -3.7852, 0.2489], [-2.0211, -2.8392, 0.5906], [-0.9777, -2.7748, -0.1571], [-0.6474, 0.1416, 3.9030], [-1.7343, -1.1999, 4.3336], [-2.3676, 0.2278, 3.5078], [5.1448, 0.8269, 3.2247], [4.5294, -0.3320, 2.0281], [2.9705, -2.1379, 2.7271], [2.2519, -3.6576, 4.5294], [2.8178, -3.1478, 6.8867], [4.0969, -1.1007, 7.4219], [4.7969, 0.4250, 5.6146], [-3.6428, -1.5648, 3.3151], [-5.3425, -3.1672, 2.6448], [-4.9405, -4.6244, 0.6594], [-2.8416, -4.3908, -0.6280], [-4.1491, 0.2695, -2.6565], [-4.3315, -0.2123, -0.9209], [-3.3505, 0.9845, -0.0884], [-2.0188, 1.2288, -0.2213], [-0.8749, 0.5076, -1.2799], [-1.4333, 2.5089, 0.8443], [-2.9057, 2.9170, 1.6358], [-3.0612, 4.0822, 2.8124], [-4.2188, 1.9486, 1.0868], [-4.6652, -0.5013, -3.2276], [-3.0946, 0.2887, -2.9209], [-4.6100, 1.2364, -2.8449], [-2.4590, 4.8419, -2.9850], [-1.1957, 4.1023, -3.3274], [-1.1587, 3.1840, -4.3742], [-0.0057, 2.4691, -4.6507], [1.1206, 2.6768, -3.8713], [1.1067, 3.5867, -2.8288], [-0.0481, 4.3053, -2.5715], [2.5634, 1.6897, -4.1383], [3.6120, 2.2265, -3.3082], [2.8350, 1.5888, -5.5548], [2.0206, 0.2211, -3.6702], [2.9558, -0.8908, -3.8644], [2.2655, -2.2527, -3.8380], [1.7342, -2.6685, -2.4565], [2.0757, -3.7424, -1.9762], [0.8964, -1.8336, -1.9725], [-3.2435, 4.6457, -3.7152], [-2.2858, 5.9176, -2.9445], [-2.8224, 4.5346, -2.0036], [-2.0497, 3.0158, -4.9679], [0.0294, 1.7415, -5.4498], [1.9918, 3.7076, -2.2227], [-0.0707, 5.0020, -1.7430], [1.6267, 0.2126, -2.7318], [3.7358, -0.8550, -3.0943], [3.4280, -0.7450, -4.8367], [2.9776, -3.0095, -4.1701], [1.4178, -2.2347, -4.5285]]}

No. 4
{"formula": "H16O8", "method": "ωB97M-V with the def2-TZVPD basis set", "spin_multiplicity": 1, "total_energy_ev": -16635.945, "e_homo_ev": -9.695, "charge": 0, "de_lowest_kcal_mol": 139.9, "species": ["H", "H", "H", "H", "H", "H", "H", "H", "H", "H", "H", "H", "H", "H", "H", "H", "O", "O", "O", "O", "O", "O", "O", "O"], "coordinates": [[1.8171, -0.1323, -2.1488], [0.5725, -0.2596, -1.2858], [4.0971, 0.2405, -2.7360], [3.1646, -0.6590, -3.5305], [-0.9661, -2.3164, 2.0291], [-0.1442, -1.0560, 2.2436], [0.6131, -4.7255, 1.3775], [1.3348, -4.0382, 0.2300], [-0.0361, 1.8558, 2.4396], [-0.8049, 0.5447, 2.4342], [-2.3583, 0.3323, 1.5906], [-2.6283, 1.0629, 0.2854], [0.5109, 2.0724, -1.0054], [-0.5093, 1.3073, -0.1785], [-1.5647, 2.5622, -0.5418], [-2.9277, 3.2187, -0.6876], [0.9116, 0.1882, -2.0691], [4.0970, -0.5173, -3.3315], [-1.0413, -1.4003, 2.3189], [0.9871, -3.8771, 1.1144], [0.0185, 0.9415, 2.7399], [-3.0147, 0.4194, 0.8901], [0.0095, 1.2494, -0.9887], [-2.1384, 2.9865, -1.1897]]}

No. 5
{"formula": "C6H6NOS", "method": "ωB97M-V with the def2-TZVPD basis set", "spin_multiplicity": 1, "total_energy_ev": -20683.185, "e_homo_ev": -12.897, "charge": 1, "de_lowest_kcal_mol": 0.0, "species": ["C", "C", "C", "C", "C", "C", "N", "O", "S", "H", "H", "H", "H", "H", "H"], "coordinates": [[1.1588, -1.7749, -0.8435], [-1.2165, -1.3980, -1.4248], [0.5755, -0.8380, -0.0582], [-1.3697, 0.5958, 0.0051], [-0.7614, 1.4863, 0.8213], [1.1401, 0.0185, 1.0357], [-0.7111, -0.5402, -0.3732], [0.5053, 1.3156, 1.1496], [-0.0496, -2.4825, -1.9042], [2.1825, -2.1746, -0.7751], [-2.3095, -1.2570, -1.7273], [-2.2907, 0.7510, -0.5312], [-1.1370, 2.5531, 1.1153], [0.9183, -0.4829, 2.1228], [2.1027, 0.3096, 0.8438]]}